Computed, not measured: C34H31AsN2O7P2S3V as an isolated structure, with ωB97M-V with the def2-TZVPD basis set.

Atoms and positions in Å:
V 0.526 0.528 -0.288
O 2.023 2.006 0.528
As 1.465 3.540 0.215
O 2.363 4.644 -0.545
O -0.089 3.007 -0.693
C 0.370 4.292 1.611
C 0.818 5.043 2.688
C -0.111 5.596 3.556
C -1.476 5.420 3.340
C -1.924 4.683 2.255
C -0.987 4.132 1.396
S -1.521 3.095 0.015
O -4.075 1.983 1.125
O -0.044 0.681 1.679
O -2.445 3.900 -0.787
H 3.472 1.528 -0.676
H 1.878 5.192 2.852
H 0.229 6.170 4.409
H -2.190 5.861 4.024
H -2.979 4.530 2.065
C -0.545 -3.246 -0.964
C -1.698 -2.524 -0.267
P -1.678 -0.705 -0.550
C -2.473 -0.583 -2.182
C -1.761 0.018 -3.216
C -2.330 0.120 -4.482
C -3.607 -0.366 -4.712
C -4.325 -0.958 -3.679
C -3.761 -1.069 -2.420
C -3.033 -0.175 0.560
C -3.880 0.960 0.161
C -5.199 1.144 0.883
C -5.519 0.215 1.958
C -4.565 -0.611 2.417
C -3.324 -0.811 1.715
C 0.759 -3.211 -0.163
P 1.686 -1.604 -0.180
C 2.789 -1.893 -1.615
C 2.234 -2.131 -2.872
C 3.040 -2.344 -3.978
C 4.421 -2.296 -3.851
C 4.982 -2.031 -2.613
C 4.174 -1.833 -1.501
C 2.830 -1.856 1.223
C 3.232 -0.723 1.928
C 4.103 -0.839 3.003
C 4.577 -2.086 3.384
C 4.183 -3.219 2.684
C 3.316 -3.104 1.607
H -0.409 -2.843 -1.970
H -0.829 -4.293 -1.103
H -1.633 -2.708 0.807
H -2.662 -2.917 -0.598
H -0.767 0.408 -3.018
H -1.771 0.590 -5.281
H -4.051 -0.278 -5.696
H -5.327 -1.327 -3.857
H -4.327 -1.520 -1.612
H -3.793 1.342 -0.852
H -6.012 1.637 0.361
H -6.516 0.217 2.379
H -4.766 -1.252 3.267
H -2.678 -1.593 2.092
H 1.426 -4.002 -0.511
H 0.531 -3.419 0.888
H 1.161 -2.110 -3.005
H 2.586 -2.520 -4.946
H 5.054 -2.444 -4.718
H 6.058 -1.963 -2.505
H 4.631 -1.609 -0.547
H 2.850 0.252 1.642
H 4.388 0.048 3.555
H 5.248 -2.177 4.229
H 4.551 -4.195 2.978
H 3.026 -3.995 1.064
S 0.003 -0.287 2.909
C 0.911 0.562 4.069
N 1.540 1.124 4.861
O 3.805 1.136 -1.508
S 2.557 1.313 -2.596
N 1.282 0.752 -1.825

Values from the calculation:
relative energy (zero: lowest compared OMol25 entry of this formula, charge and spin): 20.5 kJ/mol
orbital gap (alpha / beta): 6.262 / 6.286 eV
total charge: -1
HOMO energy (alpha / beta): -3.98 / -4.01 eV
molar mass: 863.64 g/mol
spin multiplicity: 1
energy: -7007.46634 a.u.